Entry 1:
{
  "formula": "C34H38AgF5N3OSSi",
  "method": "ωB97M-V with the def2-TZVPD basis set",
  "lumo_energy_ev": 2.01,
  "max_force_ev_per_a": 2.45,
  "e_tot_ev": -78694.8481,
  "mol_weight_g_mol": 767.71,
  "charge": -1,
  "e_homo_ha": -0.1573,
  "elements": ["Ag", "C", "C", "C", "C", "C", "C", "C", "C", "N", "C", "C", "C", "C", "N", "C", "C", "C", "C", "C", "C", "C", "C", "H", "H", "H", "H", "H", "H", "H", "H", "H", "H", "H", "H", "H", "H", "H", "H", "H", "H", "H", "H", "H", "H", "H", "H", "C", "Si", "C", "C", "C", "C", "C", "C", "N", "C", "S", "H", "H", "H", "H", "H", "H", "H", "H", "H", "H", "H", "H", "F", "C", "C", "C", "F", "C", "F", "C", "F", "C", "F", "O", "H", "H"],
  "coordinates": [[-0.189409, 0.086625, -0.093034], [0.085185, -1.746394, 4.437553], [-0.960613, -2.366366, 3.560735], [-1.495805, -3.590901, 3.922812], [-2.415433, -4.245851, 3.125086], [-2.770191, -3.674853, 1.919227], [-2.255558, -2.452332, 1.516359], [-2.695079, -1.888171, 0.204229], [-1.367762, -1.762460, 2.355631], [-0.815587, -0.516266, 2.024501], [-1.140310, 0.534075, 2.713106], [-2.300146, 0.559010, 3.673222], [-0.407383, 1.775405, 2.522804], [-0.418397, 2.787593, 3.640579], [0.237397, 1.967389, 1.430893], [0.852175, 3.163350, 1.080137], [0.077332, 4.234495, 0.608688], [-1.411064, 4.113093, 0.513939], [0.715892, 5.379198, 0.162130], [2.094974, 5.480360, 0.162179], [2.852719, 4.413837, 0.611191], [2.251363, 3.252563, 1.066408], [3.061223, 2.075768, 1.510059], [0.355262, -2.446273, 5.224667], [-0.259817, -0.824091, 4.901204], [0.975290, -1.525377, 3.850524], [-1.177425, -4.037910, 4.853730], [-2.834947, -5.194854, 3.427691], [-3.469041, -4.176996, 1.265179], [-3.191577, -2.643544, -0.400137], [-1.823429, -1.514600, -0.350311], [-3.389105, -1.062304, 0.354049], [-2.907616, -0.332150, 3.534490], [-2.919357, 1.432856, 3.482742], [-1.968381, 0.583144, 4.712056], [-0.308560, 2.293125, 4.603226], [-1.353484, 3.346396, 3.656918], [0.400228, 3.494206, 3.503763], [-1.657954, 3.249910, -0.101723], [-1.837169, 5.004571, 0.061071], [-1.878066, 3.961927, 1.485116], [0.117307, 6.198306, -0.210288], [2.573436, 6.378597, -0.201404], [3.931725, 4.471413, 0.590572], [4.125107, 2.251523, 1.368727], [2.765667, 1.206861, 0.920731], [2.885115, 1.845853, 2.560931], [3.230338, -3.127568, -5.353897], [2.367179, -3.030234, -3.643190], [0.586641, -3.691208, -3.863116], [3.389296, -4.160109, -2.482645], [2.354030, -1.214898, -3.118442], [2.751526, -0.169698, -3.929005], [2.652077, 1.146233, -3.484492], [2.123311, 1.366234, -2.229770], [1.704808, 0.392475, -1.434039], [1.808179, -0.879903, -1.860487], [1.245331, -2.085046, -0.791836], [3.297179, -4.161986, -5.677931], [4.240082, -2.727860, -5.320398], [2.681781, -2.579931, -6.114133], [0.565897, -4.650988, -4.373498], [-0.014833, -2.992727, -4.438840], [0.107215, -3.814217, -2.897957], [3.628125, -5.103431, -2.968107], [2.838698, -4.375687, -1.573711], [4.324442, -3.688551, -2.191636], [3.143452, -0.370180, -4.917192], [2.954969, 1.975113, -4.108219], [2.029874, 2.366675, -1.825240], [-1.044822, 0.292884, -3.276350], [-2.177568, 0.588685, -2.593586], [-2.073188, 0.896506, -1.236690], [-3.306453, 1.203154, -0.661663], [-3.351866, 1.537185, 0.660622], [-4.528969, 1.192080, -1.323163], [-5.679168, 1.504430, -0.677653], [-4.565269, 0.842386, -2.665166], [-5.742375, 0.783274, -3.325810], [-3.368943, 0.553686, -3.310423], [-3.390937, 0.223515, -4.621026], [2.362025, -1.235118, 2.292269], [2.302338, -1.856381, 1.555845], [1.816865, -0.488545, 2.018619]],
  "forces_ev_per_a": [[-0.4574, 0.4629, -0.6966], [0.0131, 0.0102, -0.0356], [0.0673, 0.1326, -0.1070], [-0.0916, -0.1345, 0.0458], [0.0061, 0.0053, -0.0704], [-0.0033, -0.1412, 0.2047], [0.0173, 0.3040, -0.2056], [0.2496, 0.0581, -0.0134], [-0.3808, -0.9560, 0.4079], [-0.0640, 1.4964, 1.0571], [-0.7472, -2.2957, -0.4063], [0.0801, -0.1518, -0.0182], [1.3606, 1.6133, -0.8852], [0.0479, -0.0359, -0.0690], [-0.8843, -0.7698, 0.8159], [0.4897, 0.8752, -0.1823], [-0.0848, -0.1726, 0.1129], [0.0331, -0.0858, -0.0669], [0.1252, 0.0796, -0.0264], [0.0324, 0.0490, -0.0118], [-0.0072, 0.1139, -0.0454], [-0.1300, -0.2325, 0.1229], [-0.0849, -0.0359, -0.0733], [0.0271, 0.0178, 0.1223], [-0.0027, 0.1002, 0.1332], [0.0584, 0.0259, 0.0625], [0.0541, -0.0443, 0.1034], [0.0009, -0.0690, 0.0288], [-0.0432, -0.0415, -0.0696], [-0.0330, -0.0970, -0.0100], [-0.4089, -0.1275, 0.0125], [0.0497, 0.0700, -0.0771], [-0.0147, 0.0186, 0.0240], [-0.0181, 0.1303, 0.0061], [-0.0122, 0.0796, 0.0440], [-0.0059, -0.0238, 0.0997], [-0.0974, 0.0215, 0.0242], [-0.0630, -0.0229, 0.0073], [-0.1159, -0.0603, -0.0229], [-0.0581, 0.0665, -0.0147], [-0.0961, -0.0055, 0.0832], [-0.0862, 0.0707, -0.0323], [0.0475, 0.0546, -0.0216], [0.1140, -0.0181, 0.0297], [0.0503, -0.0001, 0.0011], [0.0876, -0.1442, 0.0161], [0.0177, -0.0934, 0.0829], [-0.3070, 0.1246, 0.5594], [-0.0078, -0.4412, -0.0642], [0.5925, 0.1878, 0.1221], [-0.4073, 0.3525, -0.3372], [-0.0503, -0.3577, -0.1855], [0.0418, 0.0353, 0.0405], [0.0378, 0.1013, -0.1546], [0.1122, 0.1591, -0.1204], [0.3121, 0.1462, -0.2497], [0.4081, 0.0922, 0.0025], [-0.4403, -0.7552, 0.5338], [-0.0144, -0.2268, -0.0317], [0.2039, 0.0844, 0.0555], [-0.1439, 0.1283, -0.1550], [0.1196, -0.1748, -0.1477], [-0.0468, 0.1688, -0.1254], [-0.0037, 0.0411, 0.1716], [0.0362, -0.1468, -0.2094], [-0.1079, 0.0304, 0.0908], [0.1501, 0.1430, -0.0070], [0.0597, -0.0198, -0.1177], [0.0279, 0.0457, 0.0048], [-0.0593, 0.1564, -0.0416], [-0.1287, -0.0892, -0.2074], [0.0451, 0.2825, 0.7661], [-0.8182, -0.1321, -0.3637], [0.7469, -0.0694, -0.7309], [-0.1345, -0.0221, 0.3295], [0.0671, 0.0288, 0.1310], [0.1499, -0.0877, -0.1604], [0.1119, 0.0013, 0.0806], [0.3028, 0.0706, 0.1143], [0.0553, -0.0822, -0.0335], [-0.0474, 0.0539, 0.1724], [0.3579, 0.0911, 0.4407], [-0.1706, 0.1278, -0.3785], [-0.0896, -0.1449, -0.2806]]
}

---

Entry 2:
{
  "formula": "C34H38AsCoN4P2S2Se",
  "method": "ωB97M-V with the def2-TZVPD basis set",
  "lumo_energy_ev": [-6.67, -6.25],
  "max_force_ev_per_a": 0.55,
  "e_tot_ev": -245884.5368,
  "mol_weight_g_mol": 841.60,
  "charge": 2,
  "e_homo_ha": [-0.4654, -0.4661],
  "elements": ["Co", "N", "P", "C", "C", "C", "C", "C", "C", "C", "C", "C", "C", "C", "C", "P", "C", "C", "C", "C", "C", "C", "C", "C", "C", "C", "C", "C", "H", "H", "H", "H", "H", "H", "H", "H", "H", "H", "H", "H", "H", "H", "H", "H", "H", "H", "H", "H", "H", "C", "As", "C", "C", "S", "H", "H", "H", "H", "H", "H", "H", "H", "H", "C", "C", "C", "C", "N", "C", "S", "N", "C", "H", "H", "H", "H", "H", "H", "H", "H", "Se", "C", "N"],
  "coordinates": [[-0.125378, 0.136109, -0.256776], [-0.989287, -2.287709, 0.954166], [-1.956086, -1.148439, 0.166747], [-3.296099, -0.785409, 1.313558], [-4.631399, -0.885711, 0.923547], [-5.641678, -0.673722, 1.849871], [-5.329020, -0.370895, 3.166015], [-4.000417, -0.280136, 3.563144], [-2.988168, -0.482516, 2.642396], [-2.684289, -1.867522, -1.301755], [-2.485369, -3.208364, -1.612219], [-3.066032, -3.742040, -2.755062], [-3.832750, -2.938679, -3.583408], [-4.013429, -1.592687, -3.285020], [-3.436760, -1.052727, -2.149915], [0.568807, -1.784231, 0.558451], [1.352967, -3.039903, -0.445277], [1.474737, -2.924641, -1.825133], [1.989287, -3.980714, -2.562671], [2.375828, -5.149201, -1.923220], [2.254372, -5.268536, -0.543124], [1.748243, -4.216893, 0.200533], [1.520439, -1.640680, 2.066533], [0.882065, -1.503520, 3.297685], [1.635476, -1.369637, 4.453027], [3.021467, -1.362615, 4.378921], [3.660024, -1.495398, 3.151989], [2.914515, -1.635278, 1.994275], [-1.277046, -3.176623, 1.346052], [-4.890852, -1.145199, -0.093123], [-6.674592, -0.760877, 1.541818], [-6.119762, -0.216402, 3.887839], [-3.755588, -0.059318, 4.593545], [-1.958562, -0.416097, 2.965139], [-1.879963, -3.841301, -0.975194], [-2.916083, -4.785784, -2.995472], [-4.282791, -3.356605, -4.473711], [-4.596624, -0.964004, -3.943920], [-3.568742, 0.000717, -1.927190], [1.156804, -2.024429, -2.324635], [2.075476, -3.888875, -3.637402], [2.774280, -5.973608, -2.499382], [2.560827, -6.179578, -0.047466], [1.673876, -4.308001, 1.278119], [-0.197521, -1.529610, 3.357324], [1.142459, -1.282855, 5.411809], [3.608349, -1.263965, 5.282320], [4.740237, -1.499217, 3.100439], [3.411788, -1.748296, 1.039151], [3.143837, -0.266784, -3.307236], [2.633785, 1.284115, -2.295933], [1.409323, 2.320450, -3.349846], [4.231838, 2.331633, -2.096707], [2.007064, 0.932957, -0.265565], [3.847783, 0.062185, -4.071686], [2.270323, -0.706891, -3.785826], [3.624700, -0.984967, -2.646712], [1.873534, 2.511731, -4.316979], [1.212823, 3.252642, -2.828381], [0.485214, 1.765827, -3.480888], [4.651021, 2.538155, -3.080473], [4.949567, 1.774093, -1.498535], [3.989883, 3.263740, -1.591364], [-0.580387, 5.929140, 3.760681], [-0.193607, 5.253940, 2.491459], [0.455797, 5.848561, 1.441506], [0.720105, 5.081824, 0.303489], [0.370023, 3.793497, 0.204443], [-0.234254, 3.220701, 1.224370], [-0.856569, 1.606823, 1.325118], [-0.513399, 3.951236, 2.346638], [1.395172, 5.688020, -0.880153], [-0.134204, 6.917611, 3.819257], [-0.257446, 5.345420, 4.623616], [-1.665874, 6.036790, 3.809008], [0.747020, 6.886492, 1.495790], [-0.991035, 3.468209, 3.098940], [1.839684, 6.651684, -0.644706], [0.662024, 5.834535, -1.676647], [2.164772, 5.012952, -1.250930], [-0.508397, -1.077587, -4.857627], [-0.410189, -0.477747, -3.221824], [-0.287968, -0.079366, -2.119633]],
  "forces_ev_per_a": [[-0.1150, 0.4969, -0.2027], [0.0800, 0.1036, -0.0611], [-0.1350, -0.0641, -0.0355], [-0.0322, -0.0408, -0.0288], [-0.0015, 0.0451, -0.0330], [-0.0003, 0.0091, 0.0149], [0.0049, -0.0035, -0.0100], [-0.0003, 0.0040, -0.0045], [-0.0111, -0.0141, 0.0240], [-0.0029, -0.0330, 0.0336], [-0.0042, 0.0061, -0.0061], [0.0025, 0.0015, -0.0028], [0.0049, 0.0019, 0.0039], [-0.0024, 0.0016, -0.0095], [0.0058, -0.0071, -0.0138], [-0.0201, 0.0784, 0.1134], [0.0617, 0.0101, 0.0355], [-0.0409, -0.0490, -0.0092], [-0.0068, 0.0145, 0.0031], [0.0007, -0.0053, 0.0006], [0.0006, 0.0008, -0.0072], [0.0377, 0.0100, -0.0021], [-0.0313, -0.0305, 0.0209], [0.0055, -0.0301, -0.0076], [0.0145, -0.0007, 0.0047], [-0.0095, 0.0012, 0.0033], [0.0017, -0.0024, -0.0055], [0.0035, 0.0221, 0.0015], [0.0000, -0.0128, -0.0238], [0.0027, -0.0067, 0.0169], [-0.0012, 0.0028, 0.0019], [-0.0027, -0.0005, -0.0019], [-0.0012, -0.0009, -0.0003], [0.0190, 0.0093, -0.0088], [0.0001, -0.0013, -0.0009], [-0.0021, -0.0001, -0.0015], [0.0005, -0.0006, -0.0009], [-0.0009, -0.0009, -0.0007], [0.0052, 0.0018, -0.0027], [-0.0161, -0.0021, 0.0095], [0.0049, -0.0076, -0.0025], [0.0003, 0.0005, -0.0025], [-0.0013, 0.0005, 0.0025], [0.0001, -0.0017, -0.0044], [-0.0009, -0.0022, 0.0017], [-0.0017, -0.0015, 0.0000], [0.0006, 0.0011, 0.0009], [0.0007, -0.0019, -0.0004], [0.0010, 0.0016, 0.0028], [-0.0046, -0.0063, 0.0246], [-0.0480, 0.0850, -0.0529], [0.0363, -0.0063, -0.0076], [-0.0079, -0.0231, -0.0196], [-0.0071, -0.0839, -0.1039], [-0.0130, 0.0003, -0.0086], [-0.0159, 0.0156, -0.0034], [-0.0039, 0.0022, 0.0066], [0.0106, 0.0193, 0.0096], [-0.0072, 0.0523, 0.0372], [0.0904, 0.0965, -0.0320], [-0.0025, 0.0055, 0.0017], [0.0020, -0.0098, -0.0048], [-0.0069, -0.0050, 0.0059], [0.0001, -0.0031, 0.0066], [-0.0172, 0.0376, -0.0068], [0.0019, -0.0022, 0.0058], [-0.0086, -0.0126, -0.0356], [-0.0045, -0.0774, -0.0584], [0.0876, 0.0303, 0.1527], [-0.0322, -0.1758, 0.0411], [0.0513, -0.0229, -0.0120], [0.0017, 0.0171, 0.0067], [-0.0011, 0.0010, -0.0042], [-0.0016, 0.0024, 0.0027], [0.0000, -0.0037, 0.0021], [-0.0044, 0.0002, 0.0073], [0.0189, -0.0049, 0.0046], [0.0001, -0.0017, 0.0046], [0.0015, -0.0368, -0.0041], [-0.0106, -0.0134, -0.0217], [0.0400, 0.0884, -0.0208], [-0.0382, -0.2166, 0.1311], [0.0751, -0.2517, 0.1408]]
}